A molecular structure, C33H38ClLuN7O4S at a distorted geometry, computed with the ωB97M-V functional and the def2-TZVPD basis.

CARTESIAN COORDINATES (ANGSTROEM)
Lu -0.18 0.24 -0.72
C -2.70 1.62 -3.29
C -2.57 2.65 -2.20
N -1.77 2.18 -1.02
C -2.45 2.12 0.30
C -3.52 1.00 0.29
N -3.11 -0.30 1.03
C -3.75 -1.84 -0.90
C -2.94 -3.16 -1.11
C -1.46 -3.26 -0.72
N -0.50 -2.29 -1.37
C -0.38 -2.38 -2.84
C -1.19 -1.33 -3.56
N -0.68 0.01 -3.10
C -1.29 1.12 -3.83
H -3.25 2.16 -4.09
H -3.33 0.75 -3.08
H -3.54 2.99 -1.84
H -2.05 3.54 -2.65
H -0.98 2.77 -0.87
H -3.09 3.04 0.60
H -1.62 1.96 1.01
H -3.76 0.71 -0.71
H -4.49 1.28 0.70
H -3.35 -0.22 2.07
H -3.32 -1.06 -1.47
H -4.66 -2.08 -1.37
H -3.12 -3.46 -2.15
H -3.45 -3.98 -0.54
H -1.09 -4.33 -0.94
H -1.33 -3.08 0.33
H 0.37 -2.60 -1.01
H -0.72 -3.40 -3.26
H 0.71 -2.26 -3.07
H -2.23 -1.44 -3.33
H -1.19 -1.43 -4.64
H 0.28 0.06 -3.23
H -1.33 0.84 -4.93
H -0.64 2.02 -3.82
Cl 7.08 0.18 0.58
C 5.47 -0.07 -0.10
C 5.23 0.30 -1.42
C 3.93 0.26 -1.91
C 2.90 -0.15 -1.09
O 1.69 -0.14 -1.64
C 3.12 -0.62 0.19
C 2.21 -1.01 1.22
N 0.95 -0.87 1.16
C 0.15 -1.29 2.29
C 0.63 -1.75 3.50
C -0.23 -2.13 4.56
C -1.54 -2.15 4.32
C -2.12 -1.82 3.04
C -3.31 -2.49 2.66
C -4.20 -2.32 1.65
C -4.05 -1.33 0.52
N -1.72 -0.57 0.94
C -1.27 -1.19 2.08
C 4.44 -0.47 0.68
H 6.04 0.67 -2.01
H 3.72 0.62 -2.94
H 2.64 -1.34 2.14
H 1.70 -1.62 3.73
H 0.21 -2.41 5.51
H -2.19 -2.54 5.09
H -3.68 -3.23 3.30
H -5.09 -2.96 1.47
H -5.00 -0.84 0.40
H 4.67 -0.83 1.66
O 3.44 5.25 -0.53
S 3.62 3.86 -0.57
O 4.54 3.32 -1.49
N 2.11 3.16 -0.75
C 1.78 2.59 0.38
O 0.66 1.89 0.44
C 2.80 2.53 1.45
C 2.79 1.93 2.71
C 3.87 1.99 3.50
C 5.01 2.61 3.07
C 5.05 3.26 1.84
C 3.95 3.23 1.03
H 1.79 1.56 3.01
H 3.98 1.45 4.40
H 5.85 2.59 3.74
H 6.01 3.74 1.55

Its charge is +1. The HOMO energy comes out at -10.28 eV. The value obtained for the molecular weight is 839.20 g mol⁻¹. The value obtained for the electronic energy is -4058.34729 Ha. The multiplicity is 1. The value obtained for the frontier orbital gap is 7.40 eV.

A molecular structure, C33H39AsN5O4SSc, computed with the ωB97M-V functional and the def2-TZVPD basis.

CARTESIAN COORDINATES (ANGSTROEM)
Sc 0.26 0.06 -0.38
O -0.71 0.42 6.81
C 0.37 0.60 6.22
O 1.50 0.91 6.61
C 0.27 0.40 4.68
C -0.95 0.06 4.10
C -1.03 -0.10 2.74
N 0.03 0.05 1.92
C 1.22 0.34 2.49
C 1.37 0.53 3.85
C 2.40 0.42 1.53
O 3.48 0.80 1.89
O 2.10 0.03 0.30
H -1.80 -0.07 4.76
H -1.96 -0.36 2.25
H 2.34 0.78 4.27
C 0.32 -0.03 -2.66
C -0.97 0.38 -3.21
C -1.39 1.72 -3.20
C -2.66 2.09 -3.61
C -3.55 1.13 -4.07
C -3.14 -0.21 -4.15
C -1.87 -0.57 -3.73
C -4.89 1.49 -4.43
N -5.98 1.77 -4.67
H 1.11 0.70 -2.87
H 0.64 -1.01 -3.04
H -0.70 2.49 -2.87
H -2.96 3.13 -3.57
H -3.81 -0.95 -4.55
H -1.56 -1.60 -3.81
N -1.77 2.68 1.04
C -0.80 3.11 0.20
N 0.19 2.36 -0.23
C 1.08 3.13 -1.00
C 2.30 2.70 -1.51
C 3.05 3.58 -2.27
C 2.60 4.88 -2.53
C 1.40 5.33 -2.00
C 0.66 4.44 -1.24
S -0.83 4.74 -0.39
H -1.54 1.89 1.62
H -2.34 3.38 1.48
H 2.67 1.71 -1.28
H 4.00 3.26 -2.67
H 3.20 5.55 -3.13
H 1.06 6.34 -2.17
C -1.67 -3.78 -1.65
C -1.15 -3.94 -0.23
As 0.36 -2.76 0.14
C 1.87 -3.70 -0.68
C 2.22 -3.21 -2.08
C 0.70 -3.14 2.03
C 0.92 -4.61 2.36
H -2.54 -4.42 -1.83
H -0.92 -4.05 -2.39
H -1.97 -2.75 -1.85
H -0.84 -4.97 -0.04
H -1.92 -3.70 0.50
H 1.65 -4.77 -0.67
H 2.72 -3.54 -0.01
H 1.38 -3.32 -2.77
H 3.06 -3.78 -2.49
H 2.50 -2.16 -2.07
H -0.15 -2.74 2.59
H 1.57 -2.54 2.31
H 0.05 -5.22 2.12
H 1.11 -4.73 3.43
H 1.78 -5.02 1.83
C -5.36 -0.10 -1.31
C -4.61 -0.60 -0.07
C -5.08 0.14 1.19
C -4.78 -2.12 0.09
C -3.17 -0.33 -0.22
N -2.04 -0.17 -0.29
H -6.43 -0.26 -1.15
H -5.05 -0.63 -2.20
H -5.20 0.97 -1.47
H -6.14 -0.07 1.33
H -4.95 1.21 1.09
H -4.55 -0.20 2.08
H -5.84 -2.34 0.21
H -4.25 -2.48 0.97
H -4.41 -2.65 -0.79

Its charge is 0. The HOMO energy comes out at -7.81 eV. The value obtained for the molecular weight is 721.65 g mol⁻¹. The value obtained for the electronic energy is -5250.48802 Ha. Its energy above the lowest of the compared OMol25 structures with the same formula, charge and spin is 1.0 kJ/mol. The multiplicity is 1. The value obtained for the frontier orbital gap is 7.45 eV.

A molecular structure, C33H39FN4P2Tc at a distorted geometry, computed with the ωB97M-V functional and the def2-TZVPD basis.

CARTESIAN COORDINATES (ANGSTROEM)
Tc -0.06 0.87 1.10
C -1.68 -3.90 0.20
C -0.74 -3.54 -0.66
C -0.91 -3.65 -2.15
C -2.17 -2.99 -2.80
C -2.69 -1.75 -2.12
C -3.21 -1.74 -0.87
C -3.91 -2.93 -0.28
C -3.07 -4.23 -0.21
C -0.58 2.93 1.37
H -1.50 -4.08 1.27
H 0.31 -3.35 -0.35
H -0.87 -4.72 -2.41
H -0.02 -3.23 -2.63
H -1.89 -2.74 -3.84
H -2.95 -3.75 -2.91
H -2.75 -0.84 -2.76
H -3.21 -0.84 -0.26
H -4.88 -3.13 -0.81
H -4.21 -2.69 0.76
H -3.54 -4.92 0.52
H -3.09 -4.76 -1.16
H -0.33 3.18 2.42
H -1.61 3.29 1.26
H 0.07 3.59 0.77
P -0.60 1.42 -0.97
P 1.62 -0.41 0.26
N -2.33 1.73 -1.04
N -0.08 2.92 -1.81
N 1.03 -1.69 1.45
N 3.33 -0.54 0.52
C -0.04 -0.03 -1.97
C 1.20 -0.83 -1.46
C -3.14 1.81 0.12
C -4.45 2.01 -0.28
C -4.46 2.05 -1.71
C -3.15 1.90 -2.15
C -0.55 4.24 -1.70
C -0.07 4.99 -2.76
C 0.66 4.10 -3.62
C 0.68 2.86 -2.98
C 0.06 -1.32 2.39
C -0.34 -2.43 3.11
C 0.40 -3.53 2.61
C 1.26 -3.04 1.63
C 4.12 -1.66 0.83
C 5.43 -1.24 1.00
C 5.47 0.17 0.78
C 4.18 0.58 0.49
H 0.11 0.29 -3.02
H -0.88 -0.74 -2.00
H 0.98 -1.91 -1.53
H 2.10 -0.63 -2.07
H -2.75 1.76 1.12
H -5.29 2.09 0.40
H -5.35 2.14 -2.33
H -2.72 1.92 -3.15
H -1.13 4.56 -0.85
H -0.16 6.08 -2.86
H 1.13 4.34 -4.56
H 1.22 1.95 -3.22
H -0.28 -0.26 2.53
H -1.11 -2.44 3.89
H 0.24 -4.56 2.85
H 1.99 -3.57 1.05
H 3.67 -2.63 0.90
H 6.28 -1.86 1.27
H 6.34 0.81 0.82
H 3.78 1.55 0.28
F 4.70 3.40 4.48
C 3.65 2.90 3.74
C 3.33 3.51 2.53
C 2.30 2.94 1.77
C 1.63 1.78 2.18
C 1.96 1.23 3.41
C 2.97 1.78 4.21
H 3.86 4.39 2.21
H 2.01 3.41 0.83
H 1.44 0.33 3.74
H 3.22 1.34 5.18

Its charge is +2. The HOMO energy (alpha / beta) comes out at -13.23 / -13.34 eV. As for the expectation value of S²: 3.789. The value obtained for the molecular weight is 670.65 g mol⁻¹. The value obtained for the electronic energy is -2362.37674 Ha. Its energy above the lowest of the compared OMol25 structures with the same formula, charge and spin is 58.3 kJ/mol. The multiplicity is 4. The value obtained for the frontier orbital gap (alpha / beta) is 5.93 / 3.07 eV.

A molecular structure, C33H39N3PPtTe, computed with the ωB97M-V functional and the def2-TZVPD basis.

CARTESIAN COORDINATES (ANGSTROEM)
Pt 0.70 -1.10 0.27
C 2.06 3.82 2.92
C 2.41 4.55 1.64
C 3.37 5.57 1.66
C 3.69 6.26 0.50
C 3.08 5.96 -0.70
C 2.14 4.94 -0.75
C 1.82 4.25 0.42
N 0.85 3.18 0.33
C 1.17 1.89 0.30
N 2.54 1.64 0.34
C 3.22 0.49 0.19
C 2.61 -0.80 -0.04
C 3.49 -1.84 -0.67
C 4.88 -1.73 -0.11
C 5.42 -0.52 0.25
C 4.65 0.64 0.29
C 5.27 1.98 0.54
N 0.33 0.91 0.25
C -1.08 1.17 0.25
C -1.72 1.38 1.47
C -3.08 1.64 1.51
C -3.79 1.69 0.31
C -3.15 1.45 -0.90
C -1.78 1.19 -0.96
C -1.09 1.02 -2.28
H 1.97 4.53 3.74
H 2.85 3.12 3.21
H 1.13 3.27 2.84
H 3.84 5.83 2.59
H 4.43 7.06 0.55
H 3.33 6.51 -1.60
H 1.65 4.68 -1.68
H -0.14 3.41 0.30
H 3.09 2.48 0.46
H 3.12 -2.83 -0.43
H 5.47 -2.63 -0.06
H 6.47 -0.46 0.49
H 6.35 1.91 0.53
H 4.98 2.40 1.51
H 5.00 2.71 -0.24
H -1.13 1.34 2.38
H -3.57 1.84 2.45
H -4.85 1.93 0.32
H -3.72 1.50 -1.82
H -1.79 0.73 -3.06
H -0.30 0.27 -2.23
H -0.62 1.96 -2.60
C -5.34 -1.49 0.63
Te -3.24 -1.88 0.64
C -3.70 -3.60 -0.51
C -5.20 -3.63 -0.69
C -5.80 -4.66 -1.40
C -7.18 -4.69 -1.54
C -7.96 -3.68 -0.99
C -7.36 -2.65 -0.28
C -5.98 -2.62 -0.13
H -5.46 -0.51 0.16
H -5.66 -1.42 1.67
H -3.32 -4.47 0.04
H -3.15 -3.53 -1.45
H -5.19 -5.45 -1.83
H -7.64 -5.50 -2.09
H -9.03 -3.71 -1.10
H -7.98 -1.87 0.16
C 1.31 -4.19 1.87
P 0.69 -3.31 0.42
C 3.50 -1.70 -2.21
C 0.80 -4.45 -0.98
H 2.32 -4.55 1.67
H 0.69 -5.06 2.08
H 1.32 -3.52 2.73
H 4.11 -2.48 -2.65
H 3.91 -0.73 -2.51
H 2.48 -1.79 -2.59
H 1.85 -4.70 -1.17
H 0.38 -4.00 -1.87
H 0.28 -5.38 -0.75

Its charge is +3. The HOMO energy (alpha / beta) comes out at -15.49 / -16.10 eV. As for the expectation value of S²: 6.041. The value obtained for the molecular weight is 831.35 g mol⁻¹. The value obtained for the electronic energy is -2172.82385 Ha. Its energy above the lowest of the compared OMol25 structures with the same formula, charge and spin is 113.7 kJ/mol. The multiplicity is 5. The value obtained for the frontier orbital gap (alpha / beta) is 6.51 / 5.16 eV.

7 unconnected molecules or ions with the total composition C33H39N7O4S at a distorted geometry, computed with the ωB97M-V functional and the def2-TZVPD basis.

CARTESIAN COORDINATES (ANGSTROEM)
C 2.37 -2.38 -3.17
C 2.32 -1.53 -1.94
O 1.06 -1.65 -1.29
C 3.41 -1.83 -0.91
O 4.48 -2.64 -1.44
S 4.42 -4.17 -0.94
O 3.07 -4.62 -1.10
O 5.23 -4.91 -2.17
N 5.25 -4.19 -3.43
H 2.42 -3.43 -2.96
H 1.46 -2.19 -3.73
H 3.19 -2.10 -3.82
H 2.46 -0.50 -2.25
H 0.58 -0.82 -1.39
H 3.00 -2.24 -0.01
H 3.89 -0.91 -0.62
H 5.33 -4.94 -4.11
H 4.32 -3.81 -3.58
N 5.26 -2.21 2.21
C 4.81 -1.53 3.26
C 5.62 -1.04 4.27
C 6.99 -1.25 4.18
C 7.47 -1.95 3.09
C 6.57 -2.41 2.14
H 3.73 -1.39 3.30
H 5.20 -0.49 5.10
H 7.66 -0.88 4.94
H 8.53 -2.15 2.98
H 6.91 -2.96 1.27
N -1.61 0.03 -0.41
C -2.15 -1.06 0.14
C -3.44 -1.11 0.65
C -4.21 0.04 0.59
C -3.67 1.18 0.02
C -2.37 1.12 -0.46
H -1.51 -1.94 0.17
H -3.82 -2.02 1.08
H -5.22 0.04 0.97
H -4.24 2.10 -0.05
H -1.91 1.99 -0.91
N 9.27 0.83 5.49
C 8.82 1.51 6.55
C 9.63 2.00 7.55
C 10.99 1.78 7.46
C 11.48 1.08 6.37
C 10.58 0.63 5.42
H 7.74 1.66 6.58
H 9.20 2.54 8.38
H 11.66 2.15 8.23
H 12.54 0.88 6.26
H 10.92 0.08 4.55
N -5.28 3.72 -1.69
C -6.50 4.25 -1.76
C -6.87 5.24 -2.66
C -5.91 5.70 -3.55
C -4.64 5.15 -3.50
C -4.38 4.17 -2.56
H -7.22 3.87 -1.04
H -7.88 5.62 -2.67
H -6.15 6.46 -4.27
H -3.86 5.48 -4.18
H -3.40 3.72 -2.49
N -2.65 -5.23 -2.32
C -1.97 -6.37 -2.26
C -0.62 -6.45 -1.98
C 0.08 -5.27 -1.75
C -0.61 -4.07 -1.81
C -1.97 -4.11 -2.10
H -2.55 -7.27 -2.45
H -0.12 -7.41 -1.94
H 1.14 -5.29 -1.53
H -0.12 -3.13 -1.63
H -2.55 -3.20 -2.15
N -10.48 5.09 -2.42
C -11.01 4.00 -1.87
C -12.30 3.95 -1.35
C -13.07 5.10 -1.41
C -12.54 6.24 -1.98
C -11.24 6.18 -2.47
H -10.37 3.13 -1.84
H -12.68 3.04 -0.91
H -14.08 5.10 -1.01
H -13.11 7.15 -2.04
H -10.78 7.05 -2.93

Its charge is 0. The HOMO energy comes out at -8.93 eV. The value obtained for the molecular weight is 629.79 g mol⁻¹. The value obtained for the electronic energy is -2363.18534 Ha. The multiplicity is 1. The value obtained for the frontier orbital gap is 9.69 eV.

2 unconnected molecules or ions with the total composition C33H40BBrCl3IN2O8 at a distorted geometry, computed with the ωB97M-V functional and the def2-TZVPD basis.

CARTESIAN COORDINATES (ANGSTROEM)
C -3.17 1.79 -1.83
C -1.69 2.16 -1.65
C -1.53 3.14 -0.47
Br -0.27 4.61 -0.90
C -1.20 2.47 0.84
C -1.97 2.75 1.99
N -3.03 3.72 2.07
C -2.68 5.11 1.71
C -4.28 3.28 1.53
C -5.18 2.55 2.48
O -4.63 3.51 0.40
C -1.71 2.09 3.19
C -0.71 1.14 3.33
C -0.49 0.44 4.66
I -2.35 0.01 5.67
C 0.43 1.29 5.54
C 0.81 0.60 6.87
C 0.08 0.87 2.21
C -0.16 1.53 0.99
C 0.78 1.14 -0.12
O 1.26 1.91 -0.90
C 1.13 -0.32 -0.17
C 1.29 -1.03 -1.37
C 1.20 -0.31 -2.69
C 2.56 0.22 -3.24
C 3.70 0.39 -2.23
C 4.68 -0.78 -2.20
O 5.64 -0.59 -3.25
C 1.58 -2.41 -1.32
C 1.75 -3.15 -2.63
C 0.42 -3.45 -3.37
C 0.59 -3.45 -4.87
O 0.06 -4.26 -5.55
O 1.41 -2.50 -5.43
C 1.72 -3.07 -0.08
C 2.03 -4.54 -0.01
C 3.49 -4.83 0.31
N 4.46 -4.48 -0.42
C 1.60 -2.35 1.12
B 1.77 -3.12 2.50
O 2.88 -2.98 3.26
O 0.80 -4.00 2.93
C 1.31 -0.99 1.05
C 1.17 -0.15 2.27
O 1.88 -0.26 3.23
H -3.77 2.65 -2.07
H -3.51 1.30 -0.92
H -3.23 1.03 -2.61
H -1.17 1.23 -1.48
H -1.37 2.68 -2.55
H -2.47 3.66 -0.37
H -3.24 5.44 0.84
H -1.63 5.18 1.47
H -2.92 5.80 2.52
H -6.10 3.12 2.62
H -4.71 2.47 3.45
H -5.39 1.54 2.13
H -2.32 2.34 4.04
H -0.06 -0.53 4.45
H 1.33 1.45 4.96
H -0.06 2.25 5.69
H 1.89 0.58 6.95
H 0.41 -0.40 6.92
H 0.43 1.19 7.70
H 0.53 0.53 -2.57
H 0.76 -0.92 -3.47
H 2.37 1.20 -3.67
H 2.92 -0.40 -4.06
H 4.30 1.24 -2.57
H 3.38 0.63 -1.23
H 5.21 -0.76 -1.25
H 4.17 -1.74 -2.32
H 6.49 -0.92 -2.95
H 2.39 -2.55 -3.27
H 2.29 -4.09 -2.51
H 0.07 -4.44 -3.14
H -0.30 -2.70 -3.08
H 0.91 -1.74 -5.74
H 1.76 -5.04 -0.94
H 1.40 -5.00 0.75
H 3.68 -5.39 1.22
H 4.10 -3.97 -1.23
H 2.90 -3.66 3.95
H 0.01 -3.87 2.40
C -5.81 1.34 -4.81
Cl -4.17 1.98 -5.04
Cl -5.81 -0.03 -3.70
Cl -6.89 2.60 -4.24
H -6.17 0.99 -5.77

Its charge is 0. The HOMO energy comes out at -9.34 eV. The value obtained for the molecular weight is 916.67 g mol⁻¹. Its structure (SMILES) is [H]/N=C\Cc1c(CCC(=O)O)c(CCCCO)c2c(c1B(O)O)C(=O)c1c([C@H](I)CC)cc(N(C)C(C)=O)c([C@@H](Br)CC)c1C2=O.ClC(Cl)Cl. The value obtained for the electronic energy is -6270.14856 Ha. The multiplicity is 1. The value obtained for the frontier orbital gap is 8.46 eV.